(1)
Below is C22H24N2O3 in the gas phase, with properties calculated with wB97M-V/def2-TZVPD.

Cartesian coordinates (Å):
C  -1.075  -1.791  -3.011
C  -0.028  -0.838  -3.584
O  0.885  -0.366  -2.618
C  0.531  0.675  -1.812
C  -0.701  1.301  -1.791
C  -0.949  2.352  -0.919
C  0.037  2.815  -0.072
C  -0.263  3.869  0.957
C  -0.214  3.264  2.384
N  -0.521  1.855  2.377
C  -1.779  1.373  2.278
O  -2.791  1.983  2.560
C  -1.790  -0.049  1.793
C  -2.981  -0.801  1.845
C  -2.969  -2.080  1.362
C  -1.779  -2.602  0.812
C  -1.673  -3.906  0.289
C  -0.490  -4.346  -0.235
C  0.633  -3.501  -0.272
C  0.567  -2.231  0.226
C  -0.636  -1.754  0.789
N  -0.668  -0.505  1.288
C  1.290  2.201  -0.102
C  1.549  1.138  -0.947
O  2.734  0.468  -1.040
C  3.800  0.809  -0.182
C  3.638  0.241  1.227
H  -0.587  -2.661  -2.581
H  -1.746  -2.114  -3.803
H  -1.656  -1.309  -2.229
H  0.594  -1.374  -4.308
H  -0.510  0.001  -4.101
H  -1.497  0.973  -2.440
H  -1.931  2.802  -0.903
H  -1.261  4.267  0.772
H  0.452  4.692  0.894
H  -0.945  3.762  3.023
H  0.781  3.384  2.820
H  0.169  1.239  1.959
H  -3.861  -0.343  2.269
H  -3.855  -2.700  1.392
H  -2.543  -4.548  0.312
H  -0.412  -5.347  -0.633
H  1.553  -3.865  -0.706
H  1.413  -1.565  0.185
H  2.056  2.575  0.559
H  3.941  1.897  -0.148
H  4.682  0.368  -0.656
H  3.600  -0.845  1.188
H  2.722  0.599  1.690
H  4.484  0.539  1.842

Results
LUMO energy (eV): -0.033
ΔE to the lowest compared entry with this formula, charge and spin (kJ/mol): 189.0
Frontier orbital gap (eV): 7.87
SMILES string: CCOc1ccc(CCNC(=O)c2ccc3ccccc3n2)cc1OCC

Mulliken atomic charge list, values in e, 5 entries:
1 C -0.780
2 C -0.606
3 O -0.458
4 C 0.678
5 C -0.561



(2)
Below is a molecular structure, C8H14Br6Cl6 at a distorted geometry, with properties calculated with wB97M-V/def2-TZVPD.

Cartesian coordinates (Å):
C  0.137  2.709  -2.502
Cl  -0.534  1.561  -1.224
Cl  1.258  3.863  -1.742
Cl  -0.962  3.616  -3.539
H  0.869  2.233  -3.156
C  -0.674  -0.623  -0.998
Cl  -2.287  -1.093  -0.332
Cl  0.288  -2.029  -1.509
Cl  0.057  0.394  0.239
H  -0.777  0.086  -1.819
Br  -0.983  -3.223  0.980
C  -2.845  -3.131  0.368
C  -3.842  -2.825  1.510
Br  -3.894  -4.238  2.892
H  -3.157  -4.044  -0.139
H  -3.035  -2.305  -0.317
H  -4.841  -2.761  1.077
H  -3.713  -1.928  2.116
Br  3.199  2.006  -2.464
C  3.106  0.166  -1.511
C  2.343  0.266  -0.256
Br  2.084  -1.404  0.742
H  4.061  -0.275  -1.227
H  2.641  -0.573  -2.164
H  1.358  0.640  -0.534
H  2.869  0.974  0.384
Br  -0.304  0.114  3.534
C  0.235  1.606  2.229
C  1.667  1.354  1.593
Br  2.039  2.867  0.316
H  0.099  2.568  2.723
H  -0.498  1.537  1.425
H  1.587  0.474  0.955
H  2.450  1.416  2.348

Results
LUMO energy (eV): -0.053
ΔE to the lowest compared entry with this formula, charge and spin (kJ/mol): 2272.3
Frontier orbital gap (eV): 8.49

Mulliken atomic charge list, values in e, 5 entries:
1 C 0.180
2 Cl -0.091
3 Cl -0.248
4 Cl -0.172
5 H 0.164



(3)
Below is C5H12O4S in the gas phase at a distorted geometry, with properties calculated with wB97M-V/def2-TZVPD.

Cartesian coordinates (Å):
C  1.272  -1.989  -0.945
C  0.237  -1.100  -0.180
C  0.513  0.354  -0.578
C  -0.608  1.300  -0.205
O  -1.847  1.087  -0.963
O  -0.071  2.554  -0.378
C  -0.994  1.109  1.394
O  0.125  0.870  2.170
O  -1.858  0.101  1.682
S  -1.692  2.797  2.050
H  1.196  -2.069  -2.091
H  1.242  -3.050  -0.563
H  2.201  -1.630  -0.852
H  0.295  -1.380  0.871
H  -0.715  -1.304  -0.500
H  0.568  0.430  -1.641
H  1.490  0.802  -0.158
H  -2.152  1.929  -1.457
H  -0.823  3.192  -0.120
H  -0.141  0.561  3.008
H  -2.442  -0.233  0.945
H  -1.609  2.454  3.299

Results
LUMO energy (eV): 0.466
ΔE to the lowest compared entry with this formula, charge and spin (kJ/mol): 0.0
Frontier orbital gap (eV): 9.63
SMILES string: CCCC(O)(O)C(O)(O)S

Mulliken atomic charge list, values in e, 5 entries:
1 C -1.429
2 C -0.219
3 C -0.812
4 C -0.024
5 O -0.557



(4)
Below is a molecular structure, C28H36N3O5Se2Te2Y, with properties calculated with wB97M-V/def2-TZVPD.

Cartesian coordinates (Å):
Y  -0.431  0.540  -0.087
C  -3.214  -1.575  0.351
O  -2.158  -0.957  1.110
C  -2.699  -0.479  2.349
C  -1.573  -0.248  3.323
O  -0.515  0.376  2.626
C  0.539  0.861  3.431
C  1.084  2.092  2.756
O  1.378  1.753  1.405
C  2.187  2.770  0.806
H  -3.549  -2.474  0.876
H  -2.822  -1.821  -0.625
H  -4.043  -0.877  0.232
H  -3.388  -1.224  2.753
H  -3.230  0.453  2.162
H  -1.220  -1.191  3.759
H  -1.928  0.394  4.135
H  1.319  0.096  3.525
H  0.174  1.116  4.429
H  1.998  2.421  3.259
H  0.347  2.901  2.783
H  3.063  2.956  1.431
H  1.616  3.694  0.692
H  2.501  2.406  -0.165
O  3.609  -0.789  -1.577
C  2.614  -0.480  -0.904
N  1.619  0.337  -1.218
C  1.733  0.931  -2.536
C  1.129  2.302  -2.553
C  1.485  3.202  -3.548
C  0.937  4.471  -3.548
C  0.044  4.795  -2.540
C  -0.271  3.836  -1.596
N  0.255  2.602  -1.583
C  2.400  -1.231  0.392
C  3.416  -2.027  0.904
C  3.138  -2.866  1.967
C  1.837  -2.914  2.450
C  0.892  -2.077  1.888
N  1.167  -1.218  0.904
H  2.775  0.971  -2.860
H  1.194  0.323  -3.278
H  2.199  2.896  -4.303
H  1.207  5.190  -4.310
H  -0.422  5.769  -2.481
H  -0.968  4.058  -0.800
H  4.384  -1.986  0.425
H  3.909  -3.495  2.393
H  1.555  -3.592  3.244
H  -0.137  -2.096  2.222
Se  -1.999  2.671  1.120
Te  -4.197  2.553  -0.089
Te  -3.338  2.387  -2.634
Se  -2.036  0.251  -2.412
C  0.007  -7.174  -5.272
C  0.074  -5.996  -4.342
C  1.289  -5.520  -3.868
C  1.363  -4.426  -3.019
C  2.725  -3.987  -2.538
C  0.169  -3.787  -2.624
C  0.294  -2.616  -1.762
O  -0.605  -1.968  -1.248
C  -1.077  -4.264  -3.083
C  -2.384  -3.643  -2.688
C  -1.093  -5.355  -3.938
H  0.994  -7.598  -5.450
H  -0.415  -6.878  -6.234
H  -0.633  -7.955  -4.860
H  2.206  -6.012  -4.172
H  3.493  -4.618  -2.983
H  2.810  -4.081  -1.453
H  2.960  -2.950  -2.783
H  1.331  -2.305  -1.588
H  -2.416  -2.579  -2.926
H  -2.534  -3.737  -1.612
H  -3.206  -4.147  -3.195
H  -2.047  -5.721  -4.303

Results
LUMO energy (eV): -0.105
ΔE to the lowest compared entry with this formula, charge and spin (kJ/mol): 6.4
Frontier orbital gap (eV): 6.20

Mulliken atomic charge list, values in e, 5 entries:
1 Y 0.038
2 C -0.617
3 O 0.449
4 C -0.811
5 C -0.898



(5)
Below is a molecular structure, C5H7NO at a distorted geometry, with properties calculated with wB97M-V/def2-TZVPD.

Cartesian coordinates (Å):
C  2.360  -0.107  0.100
C  0.942  0.392  -0.090
C  -0.078  -0.499  -0.262
C  -1.367  0.086  -0.152
N  -2.448  -0.779  -0.053
C  -1.222  1.455  -0.279
O  0.547  1.635  -0.058
H  3.067  0.338  -0.602
H  2.365  -1.197  -0.042
H  2.734  0.083  1.114
H  0.061  -1.505  -0.605
H  -2.241  -1.698  0.328
H  -3.371  -0.457  0.189
H  -1.348  2.254  0.411

Results
LUMO energy (eV): 0.922
ΔE to the lowest compared entry with this formula, charge and spin (kJ/mol): 271.1
Frontier orbital gap (eV): 9.23

Mulliken atomic charge list, values in e, 5 entries:
1 C -1.053
2 C 0.407
3 C -0.261
4 C 0.618
5 N -0.478



Taking the records one at a time from the top gives E_HOMO values of -7.901; -8.539; -9.159; -6.303; -8.304 eV.